A structure of composition C24H27CaNOSi. Source: the Open Molecules 2025 dataset; level of theory: ωB97M-V/def2-TZVPD.

The orbital gap (spin up / spin down) comes out at 0.1129 / 0.1129 Ha. The calculation puts the highest occupied orbital energy (spin up / spin down) at -3.9 / -3.9 eV. As for the energy: -2027.67925 hartree.

Each line ends with the Löwdin charge.
CARTESIAN COORDINATES (ANGSTROEM)
1 C -0.93938 0.56708 -0.52787  -0.22
2 C 0.01551 0.56108 -1.58475  -0.20
3 C -0.04214 -0.70904 -2.22308  -0.22
4 H 0.58117 1.42520 -1.93043  0.10
5 C -1.07128 -1.46664 -1.59193  -0.23
6 C -1.61759 -0.68107 -0.53776  -0.23
7 H -2.46848 -0.95032 0.09394  0.10
8 H -1.19025 1.42763 0.09169  0.10
9 H 0.53264 -0.99692 -3.10645  0.09
10 H -1.42344 -2.45425 -1.88906  0.09
11 Ca 0.90146 -1.17644 0.27757  1.33
12 C 2.69780 0.40286 0.70947  -0.20
13 H 2.10259 0.03910 1.53142  -0.03
14 H 3.71002 0.42135 1.09302  0.03
15 H 2.72042 -0.17601 -0.22733  -0.02
16 Si 3.76365 2.88359 -0.30428  0.63
17 C 2.65569 4.11415 0.46521  -0.40
18 C 1.45028 4.56683 -0.08774  -0.13
19 H 1.09640 4.09566 -1.00123  0.09
20 C 0.80637 5.65340 0.50626  -0.12
21 H -0.08891 6.05027 0.03807  0.09
22 C 1.32644 6.25231 1.65572  -0.13
23 H 0.80631 7.10068 2.10043  0.09
24 C 2.50775 5.76508 2.23046  -0.12
25 H 2.92881 6.24683 3.11061  0.09
26 C 3.16238 4.67850 1.66093  -0.15
27 H 4.11547 4.33297 2.05875  0.08
28 C 3.49024 2.35833 -2.03633  -0.35
29 C 3.28685 3.46318 -2.88462  -0.13
30 H 3.22053 4.46092 -2.44096  0.10
31 C 3.16027 3.27377 -4.25854  -0.09
32 H 2.99824 4.15780 -4.86649  0.10
33 C 3.26200 1.99587 -4.81864  -0.10
34 H 3.25716 1.86845 -5.90196  0.10
35 C 3.34497 0.88099 -3.97148  -0.11
36 H 3.29905 -0.13553 -4.37160  0.10
37 C 3.52413 1.05414 -2.59918  -0.12
38 H 3.68984 0.17278 -1.97053  0.07
39 H 2.46483 1.46512 0.56494  -0.04
40 H 5.12149 3.46989 -0.10377  -0.06
41 O 0.23938 0.03961 2.11482  -0.24
42 C -0.22324 -0.58471 3.33516  -0.12
43 C -0.84432 -1.89707 2.96716  -0.26
44 C -1.97697 -2.35986 3.61832  0.00
45 C -2.60744 -3.49487 3.11395  -0.03
46 C -2.13145 -4.10439 1.94650  -0.04
47 C -0.98198 -3.59229 1.33943  -0.11
48 N -0.35332 -2.52371 1.87869  -0.01
49 H 0.60518 0.93135 2.25126  0.12
50 H 0.60798 -0.73030 4.03115  0.14
51 H -0.98246 0.07669 3.74727  0.13
52 H -2.29892 -1.77274 4.47258  0.12
53 H -3.49989 -3.86510 3.60895  0.11
54 H -2.63099 -4.94556 1.46676  0.11
55 H -0.53709 -4.04247 0.43908  0.12

A structure of composition C24H27Cl3N4O8P2SiSn. Source: the Open Molecules 2025 dataset; level of theory: ωB97M-V/def2-TZVPD.

The orbital gap (spin up / spin down) comes out at 0.2339 / 0.2024 Ha. The value obtained for the energy above the lowest of the compared OMol25 structures with the same formula, charge and spin is 3.428 eV. The total charge is -2. The calculation puts the highest occupied orbital energy (spin up / spin down) at -2.3 / -1.5 eV. As for the energy: -4319.23921 hartree.

Each line ends with the Löwdin charge.
CARTESIAN COORDINATES (ANGSTROEM)
1 Sn -0.40161 0.11315 -0.23636  1.29
2 O 1.89947 0.36632 -0.92330  -0.25
3 C 2.79094 -0.46949 -1.34974  -0.40
4 C 3.92219 -0.00429 -2.06437  -0.05
5 C 4.84650 -0.86758 -2.59681  -0.12
6 C 4.72344 -2.25330 -2.43031  -0.13
7 C 3.66434 -2.72282 -1.68635  -0.07
8 C 2.70601 -1.86747 -1.13070  -0.15
9 C 1.75291 -2.44405 -0.20227  -0.08
10 N 0.83776 -1.79199 0.40448  -0.08
11 N 0.19125 -2.48664 1.42551  0.08
12 C -0.48269 -1.62543 2.13299  -0.51
13 O -0.51780 -0.35278 1.95900  -0.18
14 C -1.33649 -2.18476 3.22921  -0.14
15 C -1.90608 -1.32268 4.15806  -0.03
16 C -2.74339 -1.81358 5.14997  -0.10
17 C -3.02720 -3.17022 5.21251  -0.12
18 C -2.46507 -4.03415 4.27944  -0.10
19 C -1.62365 -3.54525 3.29463  -0.03
20 H 4.00454 1.06630 -2.20771  0.11
21 H 5.68061 -0.46534 -3.16139  0.09
22 H 5.44395 -2.93404 -2.86379  0.08
23 H 3.55907 -3.78788 -1.50394  0.10
24 H 1.90293 -3.48678 0.08617  0.12
25 H -1.69033 -0.26564 4.07386  0.11
26 H -3.18519 -1.13337 5.86775  0.09
27 H -3.69498 -3.55274 5.97509  0.09
28 H -2.69790 -5.09142 4.31065  0.09
29 H -1.19020 -4.19782 2.54950  0.11
30 N -1.18932 3.70406 -2.84698  0.15
31 C -1.15547 4.02695 -1.36695  -0.50
32 C -1.40428 5.51198 -1.16990  -0.10
33 P 0.47593 3.50532 -0.64968  0.29
34 O 0.86717 2.48597 -1.82186  -0.25
35 O 1.38196 4.67697 -0.58023  -0.33
36 O 0.11456 2.71580 0.59908  -0.40
37 P -2.57583 2.99971 -0.76123  0.27
38 O -2.51708 3.25098 0.81834  -0.15
39 O -3.79414 3.60957 -1.36161  -0.32
40 O -2.20133 1.58750 -1.14590  -0.46
41 H -0.52160 4.26267 -3.37624  0.16
42 H -2.14655 3.84615 -3.18492  0.14
43 H -0.95249 2.70328 -2.97298  0.05
44 H -0.65265 6.10533 -1.69693  0.07
45 H -1.30441 5.74440 -0.11159  0.09
46 H -2.41303 5.77890 -1.48982  0.07
47 H 1.48341 1.74688 -1.57715  0.00
48 H -1.60872 3.03910 1.11298  0.03
49 Cl 1.38933 0.17996 -4.32366  0.10
50 Si -0.33782 -0.51354 -3.22529  -0.37
51 Cl -0.68151 -2.36546 -4.29149  0.03
52 Cl -1.83687 0.73422 -4.24646  0.06
53 C -3.72547 -0.01239 1.07667  -0.05
54 C -3.77977 -1.48174 0.83394  -0.19
55 C -4.80947 -2.23561 1.35901  -0.07
56 C -4.92484 -3.60025 1.09928  -0.10
57 C -3.98988 -4.23994 0.28789  -0.08
58 C -2.93249 -3.55002 -0.26102  -0.21
59 C -1.90437 -4.23057 -1.10758  -0.06
60 C -2.77842 -2.12809 -0.00643  -0.32
61 N -1.72369 -1.56867 -0.54382  -0.02
62 H -4.58666 0.30964 1.66463  0.08
63 H -3.71970 0.52607 0.13025  0.06
64 H -2.81775 0.27295 1.60976  0.06
65 H -5.54893 -1.74710 1.98465  0.10
66 H -5.74757 -4.16358 1.52419  0.09
67 H -4.08037 -5.30567 0.09828  0.10
68 H -1.96988 -5.31532 -0.99468  0.07
69 H -0.90540 -3.88957 -0.84178  0.06
70 H -2.03233 -3.97579 -2.16297  0.05

A structure of composition C24H27CoN4O4S3. Source: the Open Molecules 2025 dataset; level of theory: ωB97M-V/def2-TZVPD.

The orbital gap (spin up / spin down) comes out at 0.2836 / 0.2205 Ha. The value obtained for the energy above the lowest of the compared OMol25 structures with the same formula, charge and spin is 0.000 eV. Its spin multiplicity is 5. The total charge is +2. The expectation value of S² is 6.014. The calculation puts the highest occupied orbital energy (spin up / spin down) at -14.1 / -14.0 eV. As for the energy: -4027.61312 hartree.

Each line ends with the Löwdin spin population.
CARTESIAN COORDINATES (ANGSTROEM)
1 Co 0.60437 1.05455 -1.15939  2.72
2 C 4.04286 -0.62268 1.47532  0.04
3 C 4.06436 0.07122 0.11827  0.01
4 S 2.93470 1.46819 -0.14406  0.03
5 C 2.98130 2.48835 1.35524  0.01
6 C 2.38911 1.90905 2.64573  0.03
7 S 0.97956 0.82691 2.31384  0.43
8 C 1.00302 -0.22387 3.79316  0.02
9 C 2.21701 -1.13993 3.63536  0.02
10 S 2.41623 -1.32265 1.83250  0.41
11 H 4.35021 0.04363 2.27777  0.00
12 H 4.75630 -1.44916 1.44869  0.01
13 H 3.80534 -0.61870 -0.68752  0.00
14 H 5.07717 0.42662 -0.07061  0.00
15 H 2.42511 3.37826 1.05708  0.00
16 H 4.00979 2.80440 1.52965  0.00
17 H 2.04226 2.72448 3.28335  0.01
18 H 3.13372 1.36014 3.21618  0.00
19 H 0.07220 -0.78267 3.73210  0.00
20 H 1.01575 0.37400 4.70302  0.00
21 H 2.06095 -2.12104 4.07916  0.00
22 H 3.12931 -0.71927 4.05354  0.00
23 O -5.25267 -4.04750 -1.84388  0.00
24 C -4.55722 -3.52745 -0.82241  0.00
25 O -4.43643 -4.12184 0.21129  0.00
26 C -3.87496 -2.20953 -1.04295  0.00
27 C -3.24773 -1.88423 -2.23901  0.00
28 C -2.47870 -0.73416 -2.33213  0.00
29 C -2.38532 0.10498 -1.23134  0.00
30 C -3.04320 -0.18314 -0.04321  0.00
31 C -3.77448 -1.35349 0.05006  0.00
32 N -1.49885 1.22247 -1.30477  0.04
33 C -1.93159 2.41460 -1.31653  0.01
34 C -0.95297 3.51702 -1.42497  0.01
35 C -1.35705 4.82213 -1.60928  0.00
36 C -0.38692 5.80154 -1.80459  0.00
37 C 0.94317 5.42834 -1.81246  0.00
38 C 1.26745 4.09309 -1.60430  0.01
39 N 0.34681 3.15332 -1.40041  0.03
40 H -5.44185 -3.39075 -2.52599  0.00
41 H -3.29533 -2.54275 -3.09831  0.00
42 H -1.94163 -0.50093 -3.24293  0.00
43 H -2.93642 0.47097 0.81273  0.00
44 H -4.25791 -1.63334 0.97662  0.00
45 H -2.99524 2.64866 -1.28774  0.00
46 H -2.41058 5.06754 -1.61684  0.00
47 H -0.67347 6.83271 -1.96064  0.00
48 H 1.72987 6.14965 -1.98142  0.00
49 H 2.29988 3.76636 -1.61403  0.00
50 C -1.16220 -4.00153 0.81288  0.00
51 N -0.47416 -3.08114 -0.09976  0.00
52 C -0.06888 -3.48129 -1.33325  0.00
53 C 0.56066 -2.65715 -2.20321  0.00
54 C 0.74379 -1.31827 -1.76660  0.01
55 O 1.18923 -0.35149 -2.47583  0.07
56 N 0.39573 -0.94792 -0.51714  0.04
57 C -0.21581 -1.79447 0.35480  0.01
58 O -0.49602 -1.47705 1.51163  0.00
59 H -1.39363 -4.91574 0.27443  0.00
60 H -2.08687 -3.55263 1.16377  0.00
61 H -0.52749 -4.22795 1.66777  0.00
62 H -0.29412 -4.51015 -1.58113  0.00
63 H 0.86248 -2.97726 -3.18725  0.00

A structure of composition C24H27CrO4PSSe2. Source: the Open Molecules 2025 dataset; level of theory: ωB97M-V/def2-TZVPD.

The orbital gap (spin up / spin down) comes out at 0.2729 / 0.2891 Ha. The value obtained for the energy above the lowest of the compared OMol25 structures with the same formula, charge and spin is 0.000 eV. Its spin multiplicity is 2. The total charge is +1. The expectation value of S² is 0.829. The calculation puts the highest occupied orbital energy (spin up / spin down) at -11.1 / -11.0 eV. As for the energy: -7818.46195 hartree.

Each line ends with the Löwdin spin population.
CARTESIAN COORDINATES (ANGSTROEM)
1 Cr -0.86231 -1.08462 -0.06413  0.98
2 Se -0.53753 1.42071 0.22993  -0.01
3 P -2.44485 1.20750 1.25998  0.00
4 Se -3.20778 -0.73854 0.66191  0.00
5 C -3.56650 2.55573 0.87180  0.00
6 C -3.07392 3.85868 0.83147  0.00
7 C -3.93731 4.91385 0.59030  0.00
8 C -5.29044 4.67071 0.38625  0.00
9 C -5.78058 3.37288 0.41750  0.00
10 C -4.91975 2.30896 0.65829  0.00
11 C -2.15156 1.25421 3.04641  0.00
12 C -2.69712 0.28657 3.88169  0.00
13 C -2.45108 0.33515 5.24956  0.00
14 C -1.66144 1.34435 5.77937  0.00
15 C -1.11175 2.31229 4.94495  0.00
16 C -1.35212 2.26710 3.58036  0.00
17 H -2.01530 4.05028 0.96711  0.00
18 H -3.55472 5.92601 0.55511  0.00
19 H -5.96275 5.49771 0.19605  0.00
20 H -6.83403 3.18379 0.25116  0.00
21 H -5.29819 1.29470 0.67318  0.00
22 H -3.30496 -0.50528 3.46486  0.00
23 H -2.88151 -0.41588 5.90012  0.00
24 H -1.47450 1.38107 6.84514  0.00
25 H -0.49503 3.10080 5.35878  0.00
26 H -0.90061 3.00791 2.93079  0.00
27 C -1.50611 -1.48079 -4.21507  0.00
28 C -1.38427 -0.47747 -3.12415  0.01
29 C -1.36239 0.97304 -3.44842  0.00
30 O -1.32611 -0.86541 -1.96260  0.01
31 H -2.22261 -1.14474 -4.96610  0.00
32 H -1.77570 -2.45762 -3.82319  0.00
33 H -0.53050 -1.54655 -4.70808  0.00
34 H -1.10419 1.14837 -4.49106  0.00
35 H -0.69857 1.50668 -2.77268  0.00
36 H -2.37361 1.35404 -3.26921  0.00
37 C 0.90058 -0.70697 3.97366  0.00
38 S 0.78433 -1.94732 2.71102  0.00
39 C 2.37008 -1.71374 1.94158  0.00
40 O -0.24187 -1.33072 1.77215  0.01
41 H 1.10119 0.25006 3.48956  0.00
42 H 1.69772 -0.99153 4.66223  0.00
43 H -0.05952 -0.68204 4.48951  0.00
44 H 2.47132 -2.43811 1.13758  0.00
45 H 3.13316 -1.87895 2.70301  0.00
46 H 2.40782 -0.69822 1.54618  0.00
47 O 0.85862 -1.96727 -0.83361  -0.01
48 C 0.20699 -3.05984 -0.88705  0.01
49 O -0.95522 -3.06050 -0.35165  -0.01
50 C 0.75827 -4.25796 -1.54919  0.00
51 C 1.99289 -4.18209 -2.18769  0.00
52 C 2.50800 -5.30331 -2.81880  0.00
53 C 1.79089 -6.49367 -2.80604  0.00
54 C 0.55886 -6.56875 -2.16635  0.00
55 C 0.03774 -5.44933 -1.53722  0.00
56 H 2.53572 -3.24482 -2.18400  0.00
57 H 3.46622 -5.25147 -3.31941  0.00
58 H 2.19514 -7.36912 -3.29869  0.00
59 H 0.00674 -7.49950 -2.15958  0.00
60 H -0.92122 -5.48317 -1.03538  0.00